1.
66
Properties=species:S:1:pos:R:3 method="wB97M-V/def2-TZVPD" charge=+1 homo_ev="-10.17 / -10.42" e_lumo_ha="-0.1416 / -0.1533" relative_energy_kcal_mol=10.05 s2=0.805 spin_multiplicity=2
V 0.10100 -0.11980 0.20380
O 2.21870 -0.29820 -1.12270
N 1.93220 -0.09500 0.23070
C 2.93570 -0.12880 1.05080
C 2.86570 -0.03910 2.47890
C 4.08380 -0.09050 3.18250
C 4.12050 -0.11340 4.55840
C 2.94040 -0.07130 5.29320
C 1.73010 0.00850 4.62910
C 1.67520 0.03260 3.23660
P 0.03320 0.07960 2.46300
C -0.81100 1.52960 3.14090
C -2.18560 1.62840 2.91440
C -2.87280 2.75430 3.32570
C -2.19380 3.79090 3.94960
C -0.82830 3.69870 4.17060
C -0.13120 2.57530 3.75930
C -0.79230 -1.38890 3.14560
C -0.52550 -2.58950 2.48670
C -1.12260 -3.76160 2.90970
C -1.99620 -3.73910 3.98800
C -2.25770 -2.55060 4.64890
C -1.65780 -1.37240 4.23480
H 3.10480 -0.69530 -1.23560
H 3.93290 -0.28900 0.63480
H 5.01030 -0.11860 2.62770
H 5.07110 -0.16100 5.06570
H 2.97120 -0.08680 6.37190
H 0.80360 0.05940 5.18760
H -2.70730 0.80930 2.43500
H -3.93930 2.81450 3.17140
H -2.73240 4.66730 4.27280
H -0.30750 4.49880 4.67320
H 0.93480 2.50520 3.92710
H 0.15590 -2.59070 1.63130
H -0.91370 -4.69100 2.40230
H -2.47450 -4.65130 4.30860
H -2.93300 -2.54030 5.49060
H -1.87280 -0.44510 4.74710
C 0.51860 4.76470 -1.86770
N 0.10760 3.69550 -2.76120
C -1.32570 3.78310 -2.99210
N -2.08830 3.75100 -1.75470
C -1.63570 4.81740 -0.88110
N -0.20920 4.74330 -0.60970
C 0.13280 3.61090 0.21090
P -0.29180 1.99300 -0.63730
C 0.50320 2.39500 -2.28660
C -2.04240 2.45930 -1.11860
H 0.31720 5.71770 -2.36420
H 1.59100 4.68390 -1.67080
H -1.63740 2.95000 -3.62670
H -1.53490 4.72380 -3.50980
H -2.18880 4.77330 0.06010
H -1.83910 5.77080 -1.37410
H -0.42010 3.66870 1.15600
H 1.20700 3.62790 0.43190
H 0.20050 1.63570 -3.01980
H 1.59480 2.36090 -2.18140
H -2.67790 2.46320 -0.22350
H -2.43320 1.70380 -1.81200
N -5.81330 -0.59290 1.90930
C -4.94490 -0.77320 1.17800
N -4.00310 -0.97510 0.32200
C -2.79670 -0.74250 0.24910
N -1.64680 -0.55670 0.03800

***

2.
71
Properties=species:S:1:pos:R:3 method="wB97M-V/def2-TZVPD" charge=+2 homo_ev="-13.82 / -13.74" e_lumo_ha="-0.3370 / -0.3397" relative_energy_kcal_mol=47.26
Os -0.65463 -0.24246 -0.11460
C 2.38637 -2.02786 1.57470
C 2.52017 -0.59296 1.22620
C 3.65507 0.21394 1.23790
C 3.22737 1.48094 0.84970
C 4.03997 2.70144 0.66940
N 1.89907 1.41154 0.63360
N 1.47277 0.15344 0.86210
B 0.89477 2.52354 0.29740
N -0.32283 2.34644 1.22200
N -1.07593 1.21704 1.20970
C -2.07313 1.37424 2.10590
C -3.11973 0.34274 2.31240
C -1.94183 2.61924 2.70300
C -0.81963 3.21014 2.12110
C -0.24403 4.54164 2.39810
N 0.37137 2.31954 -1.14030
N -0.48753 1.31684 -1.42060
C -0.87223 1.42644 -2.70500
C -1.90263 0.55244 -3.32280
C -0.21703 2.51674 -3.26050
C 0.56587 3.06194 -2.24200
C 1.46567 4.23024 -2.31180
H 3.35957 -2.45156 1.80120
H 1.75447 -2.14366 2.45410
H 1.94157 -2.58786 0.75210
H 4.64927 -0.07996 1.49940
H 5.07777 2.49834 0.92060
H 3.98837 3.03504 -0.36560
H 3.67587 3.51134 1.29850
H 1.36717 3.58664 0.41440
H -3.23823 -0.25066 1.40310
H -2.85903 -0.32106 3.13740
H -4.06513 0.81974 2.56220
H -2.57913 3.05334 3.44570
H -0.82143 5.04524 3.16740
H 0.78997 4.45754 2.72840
H -0.25143 5.15524 1.49880
H -2.29203 -0.16086 -2.59510
H -2.72433 1.17254 -3.67950
H -1.49923 0.00734 -4.17610
H -0.31143 2.87374 -4.26520
H 1.42047 4.67344 -3.30190
H 1.18247 4.97914 -1.57570
H 2.49277 3.93494 -2.10540
Cl 1.85577 -3.29506 -6.64740
C 1.17457 -2.80696 -5.17260
C 1.88357 -1.93266 -4.32430
Cl 3.42167 -1.35346 -4.78820
C 1.31897 -1.54106 -3.12280
Cl 2.12867 -0.46226 -2.07860
C 0.03687 -1.99186 -2.70510
O -0.48723 -1.63876 -1.59600
C -0.65473 -2.87766 -3.58480
Cl -2.19673 -3.43936 -3.10200
C -0.10163 -3.27206 -4.79530
Cl -0.96993 -4.30996 -5.84340
N -1.46213 -2.26636 0.73990
C -1.81073 -2.91396 1.98100
C -2.62173 -4.04686 1.95640
C -2.82113 -4.77086 3.11580
C -2.24873 -4.34946 4.30860
C -1.49993 -3.18006 4.34100
C -1.27013 -2.46606 3.17920
H -0.65183 -2.77806 0.36550
H -2.21853 -2.44646 0.06890
H -3.06383 -4.38106 1.02920
H -3.41413 -5.66986 3.09050
H -2.38813 -4.92606 5.20940
H -1.09013 -2.82506 5.27190
H -0.67413 -1.56366 3.17910

***

3.
67
Properties=species:S:1:pos:R:3 method="wB97M-V/def2-TZVPD" charge=0 homo_ev=-6.88 e_lumo_ha=-0.0197 relative_energy_kcal_mol=0.00
Ba -0.21766 -1.52739 0.93484
N -3.99041 -0.46721 2.18280
C -2.95574 -0.12915 1.36718
S -1.78735 0.98126 2.03243
N -2.94810 -0.76236 0.21111
N -2.08578 -0.24302 -0.73780
C -1.95793 -0.95131 -1.79816
C -2.54511 -2.27926 -2.07860
C -3.47442 -2.42502 -3.10178
C -4.04655 -3.65455 -3.38597
C -3.65647 -4.75909 -2.63398
C -2.70778 -4.63970 -1.63599
C -2.10595 -3.40354 -1.33497
O -1.15916 -3.30567 -0.43144
H -3.93708 -0.22764 3.15465
H -4.62452 -1.18156 1.86491
H -1.33727 -0.48734 -2.56592
H -3.76885 -1.54991 -3.67204
H -4.78164 -3.75056 -4.17366
H -4.09290 -5.72981 -2.83930
H -2.39012 -5.50456 -1.06579
N 2.17988 -3.36584 0.89596
C 3.09042 -3.23041 1.96979
C 3.80010 -4.27818 2.48810
C 4.68095 -4.08828 3.57592
C 4.86497 -2.85335 4.12247
C 4.13386 -1.74936 3.62088
C 4.25138 -0.43849 4.14077
C 3.48269 0.56511 3.63155
C 2.56450 0.25830 2.60572
N 2.43310 -0.93769 2.08826
C 3.22276 -1.94025 2.56484
H 2.11488 -4.31337 0.54831
H 2.42035 -2.75094 0.13144
H 3.69985 -5.26316 2.04821
H 5.22848 -4.93902 3.95914
H 5.55794 -2.70265 4.94017
H 4.95273 -0.25036 4.94477
H 3.54929 1.57653 4.00614
H 1.91259 1.03491 2.21541
C -2.29684 3.20208 -2.74843
C -1.87971 3.10489 -1.28835
N -0.83548 4.07189 -0.94357
C -1.28973 5.39390 -0.51485
C -1.36249 5.48354 1.00233
C 0.48926 3.89751 -1.12951
O 1.31336 4.79516 -0.99871
C 0.98748 2.52534 -1.49494
C 1.85733 2.36961 -2.56378
C 2.37706 1.11344 -2.82787
C 2.02742 0.06185 -1.99754
N 1.21849 0.20325 -0.94777
C 0.71136 1.41568 -0.70992
H -3.10684 2.50134 -2.95471
H -1.45785 2.95465 -3.40245
H -2.63911 4.20679 -3.00328
H -1.57637 2.09039 -1.05091
H -2.72468 3.30636 -0.62841
H -2.27123 5.56432 -0.95989
H -0.60423 6.14062 -0.91053
H -2.00639 4.70114 1.40786
H -1.75744 6.45218 1.31218
H -0.36700 5.36533 1.43047
H 2.12197 3.22919 -3.16618
H 3.04729 0.94559 -3.65941
H 2.40808 -0.93554 -2.18857
H 0.04638 1.50337 0.14635

***

4.
72
Properties=species:S:1:pos:R:3 method="wB97M-V/def2-TZVPD" charge=-1 homo_ev=-4.09 e_lumo_ha=0.0468 relative_energy_kcal_mol=38.45
Tl 0.97501 -2.53659 -0.95200
C 0.02968 -5.44479 0.56475
C 0.73407 -4.57868 1.37978
C 1.94502 -4.24960 0.73969
C 1.98164 -5.01435 -0.49835
C 0.79535 -5.71451 -0.58413
H -0.93672 -5.87049 0.78132
H 0.41840 -4.21205 2.33964
H 2.80998 -3.82086 1.21881
H 2.83306 -5.08895 -1.15097
H 0.50514 -6.36795 -1.39018
Br 4.23840 3.25438 -4.24016
C 3.67082 1.48812 -3.83880
C 4.02559 0.42722 -4.65447
Br 5.02575 0.74269 -6.23790
C 3.61950 -0.85959 -4.32240
Br 4.11465 -2.33921 -5.40606
C 2.82261 -1.15343 -3.20925
O 2.42986 -2.34177 -2.94376
C 2.43406 -0.03461 -2.37329
O 1.67508 -0.21714 -1.34387
C 2.88939 1.23347 -2.71575
Br 2.33344 2.64029 -1.56312
C -1.85705 5.81162 2.38586
C -0.52994 5.69676 1.64047
S 0.37766 4.28692 3.68038
O 1.66194 4.21075 4.33022
O 0.56059 5.42639 2.49230
C 0.32672 2.79888 2.54592
C 0.47157 1.55444 3.40631
N 0.09933 0.36572 2.67666
C 0.90151 -0.33627 1.85039
N 0.25472 -1.35685 1.30672
C -0.99386 -1.33794 1.79124
C -1.13492 -0.26346 2.65018
N -2.28379 0.14151 3.31922
O -3.23802 -0.62905 3.29909
O -2.30149 1.23919 3.88084
C 2.29924 -0.02012 1.53852
H -2.60587 6.24273 1.72495
H -1.73575 6.46473 3.24438
H -2.20652 4.84175 2.73843
H -0.29383 6.64813 1.15334
H -0.58640 4.92141 0.86469
H 1.11587 2.89707 1.80126
H -0.64956 2.79995 2.06890
H -0.17642 1.63888 4.28199
H 1.50278 1.45063 3.74946
H -1.72503 -2.06649 1.51337
H 2.70291 0.78971 2.13500
H 2.31857 0.26167 0.48034
H 2.91018 -0.91524 1.63399
C -2.60244 -3.46316 -2.14764
Si -1.40119 -1.97137 -2.06309
C -0.98630 -1.34252 -3.82650
C -2.13540 -0.52519 -1.05935
C -1.38861 0.63643 -0.86270
C -1.92543 1.72124 -0.19500
C -3.20652 1.65536 0.32949
C -3.95014 0.49797 0.16916
C -3.42336 -0.57413 -0.52950
H -3.50935 -3.17465 -2.67132
H -2.87695 -3.81875 -1.15982
H -2.15690 -4.29517 -2.68326
H -1.88981 -1.15801 -4.40488
H -0.37471 -2.05984 -4.36785
H -0.42600 -0.41190 -3.77361
H -0.37013 0.68569 -1.21844
H -1.34087 2.62481 -0.09973
H -3.62429 2.49689 0.86310
H -4.94381 0.43273 0.58451
H -4.02268 -1.46147 -0.66748

***

5.
63
Properties=species:S:1:pos:R:3 method="wB97M-V/def2-TZVPD" charge=+1 homo_ev=-10.17 e_lumo_ha=-0.1149 relative_energy_kcal_mol=20.29
Pd -0.07273 -0.98804 -0.13820
F -2.90150 -0.25279 -5.88398
C -2.50761 -0.78186 -4.71722
C -3.11984 -0.35285 -3.55217
C -2.70134 -0.89802 -2.35292
C -1.68421 -1.85510 -2.29775
C -1.22588 -2.38933 -1.00171
C -1.11496 -2.27844 -3.50275
C -1.51832 -1.74450 -4.71812
H -3.91172 0.38217 -3.60615
H -3.16603 -0.58718 -1.42778
H -0.65588 -3.30971 -1.08131
H -1.97721 -2.41210 -0.21580
H -0.36543 -3.06010 -3.49651
H -1.08876 -2.07184 -5.65485
C -2.63654 1.44177 2.90949
P -2.85623 0.75338 1.26822
C -4.51149 0.05946 1.24715
C -2.83938 2.14385 0.13429
O -1.80178 -0.27137 0.96295
H -3.41105 2.17406 3.13942
H -1.65856 1.92013 2.96532
H -2.67232 0.63623 3.64381
H -5.25050 0.82961 1.47053
H -4.57746 -0.72564 2.00075
H -4.73804 -0.37497 0.27397
H -3.70398 2.78780 0.29873
H -2.84076 1.78612 -0.89599
H -1.92480 2.71730 0.28818
Te 1.81413 -1.44495 -1.89161
C 3.67176 -1.17807 -0.97097
C 4.76289 -0.85630 -1.77018
C 6.00952 -0.68133 -1.18522
C 6.16184 -0.82839 0.18562
C 5.07194 -1.15925 0.97940
C 3.82367 -1.34266 0.40286
C 1.08013 0.54606 -1.56105
C 1.51486 1.25493 -0.43987
C 1.14689 2.59362 -0.29341
C 0.36574 3.21685 -1.24744
C -0.06629 2.50187 -2.36499
C 0.28794 1.17741 -2.52861
H 4.64812 -0.73356 -2.84006
H 6.86071 -0.43006 -1.80380
H 7.13541 -0.69106 0.63719
H 5.19360 -1.28287 2.04754
H 2.97511 -1.62064 1.01786
H 2.17708 0.79649 0.28444
H 1.50721 3.14957 0.56353
H 0.10975 4.26314 -1.14218
H -0.66611 2.99072 -3.12227
H -0.03691 0.62948 -3.40527
Br 0.44695 -2.94874 2.05824
C 0.62478 -1.40631 3.14943
C 0.33124 -1.47925 4.50241
C 0.48622 -0.31574 5.23578
C 0.91899 0.83985 4.59686
C 1.17930 0.78434 3.23999
N 1.03237 -0.32854 2.51483
H 0.00624 -2.40508 4.95258
H 0.27785 -0.31265 6.29760
H 1.05801 1.76347 5.14083
H 1.52340 1.65958 2.70032

***

6.
76
Properties=species:S:1:pos:R:3 method="wB97M-V/def2-TZVPD" charge=-1 homo_ev=-5.05 e_lumo_ha=0.0314
C -2.91461 0.02081 1.11019
C -3.68751 1.04534 0.28425
O -4.84152 1.22463 0.55356
N -3.09656 1.81246 -0.73454
C -2.05462 1.07403 -1.47313
Ga -2.40478 3.43128 0.07982
Cl -2.84397 3.48374 2.31213
P -0.06686 3.66701 -0.16348
O 0.76617 2.52369 0.26530
O 0.38590 4.95738 0.79286
O 0.33495 4.16888 -1.69644
H -1.86976 -0.03025 0.82904
H -2.93778 0.38917 2.13147
H -3.39960 -0.94895 1.04600
H -2.53236 0.19656 -1.91791
H -1.68779 1.65739 -2.32069
H -1.22357 0.69805 -0.86843
H -3.08963 4.68302 -0.63526
H -0.40554 5.50741 0.89304
H 1.26570 4.43787 -1.65290
C 2.90530 -3.88020 2.64040
C 1.85516 -4.78571 2.57676
C 0.54636 -4.32942 2.54488
C 0.30773 -2.96709 2.57461
C 1.34429 -2.05323 2.64404
C 2.65025 -2.51612 2.67734
N -1.07537 -2.47346 2.51928
O -1.97153 -3.29864 2.47305
O -1.23682 -1.27169 2.51917
H 3.92645 -4.23812 2.66088
H 2.05650 -5.84845 2.54976
H -0.27027 -5.03501 2.49560
H 1.14766 -0.99019 2.66941
H 3.47054 -1.81286 2.72932
C -2.84424 -4.65248 -5.47328
C -2.03567 -3.52862 -5.37211
C -1.84226 -2.92120 -4.14128
C -2.46081 -3.45268 -3.02395
C -3.27495 -4.56740 -3.11031
C -3.46638 -5.16875 -4.34428
N -2.23800 -2.82296 -1.71418
O -1.53261 -1.83573 -1.68386
O -2.77163 -3.33022 -0.74525
H -2.98976 -5.12813 -6.43521
H -1.55324 -3.12610 -6.25265
H -1.21311 -2.04578 -4.06457
H -3.75768 -4.97155 -2.23232
H -4.09886 -6.04277 -4.42555
C 3.56153 0.15959 8.90976
C 2.66209 -0.89617 8.96987
C 2.73485 -1.92338 8.04310
C 3.71452 -1.88085 7.06706
C 4.61322 -0.83171 6.99051
C 4.53315 0.19360 7.91885
N 3.80807 -2.97945 6.09640
O 2.99155 -3.87571 6.17712
O 4.69873 -2.92888 5.26823
H 3.50515 0.95869 9.63789
H 1.90434 -0.91960 9.74126
H 2.03315 -2.74327 8.09113
H 5.37139 -0.80402 6.22155
H 5.23056 1.01891 7.87151
C 0.76302 6.99937 -5.98134
C 0.58907 6.09644 -4.94186
C 0.30655 4.76788 -5.21566
C 0.20519 4.35926 -6.53454
C 0.36935 5.25061 -7.58147
C 0.64924 6.57758 -7.29992
N -0.07066 2.94678 -6.83551
O -0.22821 2.18933 -5.90158
O -0.12034 2.61915 -8.00981
H 0.98858 8.03588 -5.76370
H 0.67507 6.42526 -3.91493
H 0.17132 4.07157 -4.39791
H 0.28410 4.92438 -8.60776
H 0.78215 7.28380 -8.10880

***

7.
67
Properties=species:S:1:pos:R:3 method="wB97M-V/def2-TZVPD" charge=-1 homo_ev=-4.48 e_lumo_ha=0.0728 relative_energy_kcal_mol=0.00
Na 1.32076 2.76140 -1.37725
Cl 5.21295 -2.70644 -4.37691
C 4.57231 -1.17155 -3.82590
C 4.43311 -0.11066 -4.74078
C 3.93768 1.09138 -4.32998
C 3.52945 1.34660 -2.97004
O 3.06206 2.46750 -2.63540
C 3.69434 0.23481 -2.06021
C 3.36605 0.28456 -0.66422
N 2.84347 1.26114 -0.00478
C 2.68794 1.11870 1.37082
C 3.59266 0.50197 2.20349
C 3.37041 0.42286 3.59562
C 2.25643 0.96955 4.16207
C 1.30694 1.63059 3.34369
C 0.11433 2.18789 3.85793
C -0.76966 2.78227 3.00842
C -0.45700 2.84279 1.63218
N 0.63828 2.33899 1.11920
C 1.51845 1.71840 1.95095
C 4.21105 -0.99599 -2.52411
H 4.72036 -0.26162 -5.77447
H 3.82131 1.90920 -5.03049
H 3.58600 -0.65135 -0.12872
H 4.50571 0.09371 1.78855
H 4.10719 -0.07333 4.21600
H 2.08207 0.91092 5.23022
H -0.08110 2.12635 4.92332
H -1.69687 3.21409 3.36199
H -1.12829 3.32402 0.92604
H 4.32172 -1.81496 -1.82097
S -5.23640 2.62005 -5.48521
C -3.93225 2.54838 -4.46913
S -3.43544 3.83514 -3.43628
C -2.00622 3.10398 -2.71321
C -1.77300 1.84291 -3.15678
S -0.43498 0.79912 -2.67790
S -2.88683 1.19402 -4.34754
S -1.15958 4.07933 -1.58094
C -0.72705 -1.97787 3.52269
C -0.29625 -1.27474 2.24262
C -0.33463 -2.18680 1.02353
C -0.04438 -1.45440 -0.28948
Ge -1.42691 -0.21915 -0.94227
C -3.01903 -1.14333 -1.62589
C -3.57655 -2.22409 -0.69868
C -3.95508 -1.71204 0.68657
C -4.50180 -2.81359 1.58538
H -0.66753 -1.30915 4.38400
H -0.09173 -2.84320 3.72839
H -1.75822 -2.33462 3.44720
H 0.72347 -0.89593 2.35724
H -0.92558 -0.39294 2.07687
H -1.30163 -2.69759 0.97319
H 0.41062 -2.97785 1.16788
H 0.12609 -2.17453 -1.09535
H 0.87825 -0.87201 -0.19649
H -1.79559 0.87023 0.07477
H -2.74248 -1.57030 -2.59214
H -3.77919 -0.38575 -1.83149
H -2.84892 -3.03622 -0.59392
H -4.46349 -2.67778 -1.15618
H -4.69171 -0.90903 0.58245
H -3.08255 -1.25425 1.16704
H -5.39422 -3.26848 1.14864
H -4.76821 -2.43466 2.57362
H -3.76106 -3.60668 1.72054